This record from the OMol25 dataset describes C3H3NO in the gas phase. The level of theory is wB97M-V/def2-TZVPD.

Energy relative to the best compared isomer or geometry (same formula, charge and spin) (kcal/mol): 87.3
Electronic energy (eV): -6692.7073
E_LUMO (eV): 0.28
Maximum force (eV Å⁻¹): 0.4
Multiplicity: 1
Gap between HOMO and LUMO (eV): 8.53
Highest occupied orbital energy (Eh): -0.30323
SMILES: C1=CNOC=1

Geometry (Å):
C (-1.204, 0.271, 0.549)
C (-0.522, -0.864, 0.098)
N (0.763, -0.631, -0.276)
O (0.982, 0.706, -0.182)
C (-0.190, 1.182, 0.337)
H (-0.838, -1.902, 0.024)
H (1.167, -1.001, -1.126)
H (-0.113, 2.253, 0.502)

=====

This record from the OMol25 dataset describes a molecular structure, C32H28BrCeN5O4 in a non-equilibrium geometry. The level of theory is wB97M-V/def2-TZVPD.

Energy relative to the best compared isomer or geometry (same formula, charge and spin) (kcal/mol): 21.6
Electronic energy (eV): -132238.8464
E_LUMO (eV): -5.99
Maximum force (eV Å⁻¹): 4.1
Net charge: +2
Multiplicity: 1
Gap between HOMO and LUMO (eV): 6.96
Highest occupied orbital energy (Eh): -0.47562

Geometry (Å):
Ce (0.587, 0.945, 0.992)
O (-0.207, 2.802, 1.201)
C (-0.863, 3.602, 2.050)
C (-0.714, 5.006, 1.851)
C (-1.501, 5.802, 2.601)
C (-2.401, 5.326, 3.463)
C (-2.506, 3.975, 3.771)
C (-1.736, 3.068, 3.019)
C (-2.016, 1.615, 3.206)
N (-1.391, 0.702, 2.620)
C (-1.696, -0.665, 3.008)
C (-1.556, -1.633, 1.798)
N (-0.248, -1.440, 1.188)
C (0.485, -2.509, 0.978)
C (1.789, -2.460, 0.291)
C (2.222, -3.583, -0.415)
C (3.454, -3.528, -1.053)
C (4.296, -2.402, -0.872)
C (3.887, -1.297, -0.174)
C (2.610, -1.341, 0.410)
O (2.213, -0.318, 1.140)
H (0.026, 5.279, 1.139)
H (-1.392, 6.866, 2.488)
H (-2.994, 6.003, 4.076)
H (-3.199, 3.609, 4.520)
H (-2.903, 1.297, 3.770)
H (-2.722, -0.672, 3.525)
H (-0.899, -0.897, 3.778)
H (-2.318, -1.442, 1.008)
H (-1.720, -2.624, 2.236)
H (0.134, -3.498, 1.152)
H (1.682, -4.546, -0.389)
H (3.914, -4.361, -1.606)
H (5.327, -2.407, -1.206)
H (4.556, -0.488, 0.101)
C (3.604, 2.181, -1.146)
O (2.361, 1.456, -1.014)
C (2.100, 0.621, -2.049)
C (2.985, 0.119, -2.946)
C (2.593, -0.844, -3.919)
Br (3.906, -1.250, -5.250)
C (1.256, -1.198, -3.987)
C (0.340, -0.691, -3.098)
C (0.798, 0.195, -2.083)
O (0.020, 0.536, -1.096)
C (-1.029, -1.102, -3.082)
N (-1.749, -1.727, -2.107)
C (-3.024, -2.084, -2.580)
C (-3.912, -3.068, -2.159)
C (-4.973, -3.252, -2.924)
C (-5.136, -2.580, -4.153)
C (-4.113, -1.863, -4.710)
C (-3.114, -1.437, -3.833)
N (-1.891, -0.799, -4.042)
H (3.645, 2.778, -2.039)
H (4.436, 1.508, -1.043)
H (3.696, 2.878, -0.297)
H (3.975, 0.512, -2.912)
H (0.892, -1.846, -4.751)
H (-1.181, -2.128, -1.415)
H (-3.730, -3.634, -1.266)
H (-5.766, -3.950, -2.716)
H (-6.010, -2.935, -4.728)
H (-4.139, -1.516, -5.727)
H (-1.494, -0.354, -4.855)
C (2.190, 2.033, 5.805)
C (1.789, 1.678, 4.475)
N (1.621, 1.435, 3.374)
H (2.471, 3.027, 5.833)
H (3.061, 1.443, 6.181)
H (1.323, 2.072, 6.593)

=====

This record from the OMol25 dataset describes CH5PS2 in the gas phase in a non-equilibrium geometry. The level of theory is wB97M-V/def2-TZVPD.

Energy relative to the best compared isomer or geometry (same formula, charge and spin) (kcal/mol): 27.5
Electronic energy (eV): -32076.8624
E_LUMO (eV): 0.68
Maximum force (eV Å⁻¹): 2.3
Multiplicity: 1
Gap between HOMO and LUMO (eV): 9.86
Highest occupied orbital energy (Eh): -0.33714
SMILES: SCPS

Geometry (Å):
S (-2.089, -0.007, 1.084)
C (-0.582, 0.555, 0.015)
P (0.276, -0.984, -0.678)
S (2.223, -0.298, -0.906)
H (-1.525, 0.438, 2.177)
H (-0.983, 1.209, -0.782)
H (-0.049, 1.033, 0.807)
H (0.463, -1.480, 0.538)
H (2.266, -0.467, -2.254)

=====

This record from the OMol25 dataset describes a molecular structure, C11H7BeN2O6 in a non-equilibrium geometry. The level of theory is wB97M-V/def2-TZVPD.

Energy relative to the best compared isomer or geometry (same formula, charge and spin) (kcal/mol): 10.9
Electronic energy (eV): -27177.3430
E_LUMO (spin up / spin down) (eV): -5.71 / -5.71
Maximum force (eV Å⁻¹): 5.6
Net charge: +1
Multiplicity: 1
Gap between HOMO and LUMO (spin up / spin down) (eV): 6.37 / 6.37
Highest occupied orbital energy (spin up / spin down) (Eh): -0.44385 / -0.44380

Geometry (Å):
O (-0.172, 4.682, 0.130)
C (-0.087, 3.556, 0.293)
Be (0.065, -0.916, -0.008)
C (0.179, -2.690, -0.225)
O (0.405, -3.759, -0.612)
C (-0.296, -0.244, -1.849)
O (-0.326, -0.899, -2.876)
C (1.656, -0.161, -0.236)
O (2.692, 0.066, -0.687)
C (-1.500, -0.450, -0.759)
O (-2.498, 0.045, -1.205)
H (0.086, 0.840, -1.723)
N (1.208, 2.139, 6.076)
C (1.261, 2.095, 4.704)
O (1.927, 2.885, 4.038)
C (0.524, 0.931, 4.091)
C (-0.219, -0.045, 4.798)
C (-0.936, -0.997, 4.067)
C (-0.853, -1.010, 2.658)
N (-0.060, -0.139, 2.011)
C (0.575, 0.850, 2.678)
H (1.606, 2.954, 6.515)
H (0.562, 1.622, 6.663)
H (-0.218, -0.063, 5.892)
H (-1.549, -1.760, 4.552)
H (-1.426, -1.755, 2.062)
H (1.169, 1.563, 2.080)

=====

Which of these has the lowest energy relative to the best compared isomer or geometry (same formula, charge and spin)?
C11H7BeN2O6

=====

The highest energy relative to the best compared isomer or geometry (same formula, charge and spin) belongs to which entry?
C3H3NO

=====

Among the records above, which one has the lowest maximum force?
C3H3NO

=====

What is the energy relative to the best compared isomer or geometry (same formula, charge and spin) in the first record?
87.3 kcal/mol